Entry 1:
The following is a DFT calculation (the ωB97M-V functional and the def2-TZVPD basis) of the molecule C3H6N2OS in a non-equilibrium geometry.

Computed properties:
- lowest unoccupied orbital energy (eV) = -0.9
- highest occupied orbital energy (Ha) = -0.3391
- SMILES string = NN[C@@H](C=O)C=S
- energy relative to the best compared isomer or geometry (same formula, charge and spin) (kJ/mol) = 416.3

Geometry as ORCA input:
```
! wB97M-V def2-TZVPD RIJCOSX def2/J DEFGRID3
* xyz 0 1
N 1.500 -0.941 0.932
N 0.071 -0.997 0.971
C -0.601 0.107 0.318
C 0.303 1.222 -0.333
O 0.654 2.185 0.210
C -1.286 -0.258 -0.935
S -2.577 0.561 -1.475
H 1.860 -0.376 0.154
H 1.901 -0.717 1.763
H -0.298 -1.829 0.497
H -1.298 0.707 0.976
H 0.502 1.230 -1.486
H -0.732 -0.895 -1.593
*
```

---

Entry 2:
The following is a DFT calculation (the ωB97M-V functional and the def2-TZVPD basis) of a cluster of 2 separate species, C5H16N3 in total.

Computed properties:
- lowest unoccupied orbital energy (eV) = -3.6
- highest occupied orbital energy (Ha) = -0.4238
- energy relative to the best compared isomer or geometry (same formula, charge and spin) (kJ/mol) = 186.9

Geometry as ORCA input:
```
! wB97M-V def2-TZVPD RIJCOSX def2/J DEFGRID3
* xyz 1 1
C -1.528 -1.956 -0.084
C -1.452 -0.447 -0.234
N -2.468 0.022 -1.246
C -2.522 1.509 -1.410
H -1.301 -2.433 -1.039
H -0.805 -2.286 0.656
H -2.531 -2.259 0.218
H -1.670 0.087 0.689
H -0.485 -0.120 -0.608
H -3.385 -0.333 -0.972
H -2.247 -0.424 -2.142
H -2.777 1.953 -0.453
H -3.280 1.748 -2.150
H -1.547 1.847 -1.746
C 1.493 -0.014 1.470
N 2.904 0.239 1.707
C 3.648 0.735 0.657
N 4.877 0.449 0.514
H 1.029 -0.267 2.421
H 1.033 0.905 1.102
H 1.326 -0.825 0.751
H 3.382 -0.518 2.181
H 3.091 1.416 0.008
H 5.216 0.971 -0.291
*
```

---

Entry 3:
The following is a DFT calculation (the ωB97M-V functional and the def2-TZVPD basis) of a structure of composition C3H2FeO3 in a non-equilibrium geometry.

Computed properties:
- lowest unoccupied orbital energy (spin up / spin down) (eV) = -3.6 / -5.7
- highest occupied orbital energy (spin up / spin down) (Ha) = -0.4477 / -0.5433
- energy relative to the best compared isomer or geometry (same formula, charge and spin) (kJ/mol) = 8.6

Geometry as ORCA input:
```
! wB97M-V def2-TZVPD RIJCOSX def2/J DEFGRID3
* xyz 1 6
H -1.948 0.789 1.180
C -1.228 0.417 0.458
C -1.297 -0.528 -0.478
O -0.001 -0.841 -0.850
C 0.810 -0.075 -0.145
O 0.112 0.679 0.683
O 2.024 -0.094 -0.237
Fe 3.637 0.659 0.403
H -2.109 -1.006 -1.014
*
```

---

Entry 4:
The following is a DFT calculation (the ωB97M-V functional and the def2-TZVPD basis) of a cluster of 2 separate species, C16H32FN2O3S in total.

Computed properties:
- lowest unoccupied orbital energy (eV) = -4.7
- highest occupied orbital energy (Ha) = -0.3817
- energy relative to the best compared isomer or geometry (same formula, charge and spin) (kJ/mol) = 0.0

Geometry as ORCA input:
```
! wB97M-V def2-TZVPD RIJCOSX def2/J DEFGRID3
* xyz 1 1
C 0.018 -4.865 -0.288
O -1.139 -4.622 -1.070
C -1.930 -3.539 -0.635
C -1.912 -2.386 -1.656
C -3.317 -1.848 -1.969
C -3.418 -0.333 -2.119
C -2.918 0.393 -0.864
C -3.487 1.795 -0.789
S -3.166 2.649 0.764
F -2.144 3.737 0.326
O -2.346 1.588 1.567
C -0.882 1.741 1.790
C -0.025 1.547 0.562
N 0.430 0.179 0.406
C 0.995 -0.041 -0.921
C 1.537 -1.448 -1.092
C 2.710 -1.710 -0.175
O 2.001 -1.617 -2.425
H 0.459 -5.785 -0.650
H 0.729 -4.041 -0.380
H -0.246 -4.976 0.765
H -2.947 -3.902 -0.490
H -1.560 -3.188 0.331
H -1.423 -2.763 -2.548
H -1.261 -1.606 -1.256
H -3.639 -2.280 -2.913
H -4.003 -2.166 -1.187
H -2.876 0.007 -2.999
H -4.470 -0.083 -2.272
H -1.831 0.429 -0.901
H -3.180 -0.206 0.005
H -4.577 1.774 -0.814
H -3.134 2.428 -1.602
H -0.655 0.963 2.511
H -0.701 2.684 2.294
H -0.529 1.923 -0.337
H 0.859 2.173 0.692
H -0.337 -0.470 0.557
H 0.240 0.152 -1.703
H 1.797 0.679 -1.082
H 0.731 -2.166 -0.901
H 3.448 -0.921 -0.295
H 2.381 -1.741 0.860
H 3.154 -2.669 -0.419
H 1.557 -1.009 -3.021
N 3.214 2.854 2.487
C 3.414 4.031 1.810
C 4.580 4.580 2.266
C 5.106 3.703 3.253
C 4.244 2.648 3.367
H 2.435 2.237 2.361
H 2.715 4.374 1.066
H 5.012 5.508 1.930
H 6.015 3.833 3.814
H 4.274 1.773 3.993
*
```

---

Entry 5:
The following is a DFT calculation (the ωB97M-V functional and the def2-TZVPD basis) of the molecule C3H6OS2 in a non-equilibrium geometry.

Computed properties:
- lowest unoccupied orbital energy (eV) = 0.3
- highest occupied orbital energy (Ha) = -0.3296
- SMILES string = CSCOC=S
- energy relative to the best compared isomer or geometry (same formula, charge and spin) (kJ/mol) = 135.9

Geometry as ORCA input:
```
! wB97M-V def2-TZVPD RIJCOSX def2/J DEFGRID3
* xyz 0 1
C -0.562 1.681 -1.620
S -0.497 1.506 0.178
C 0.055 -0.213 0.218
O 0.201 -0.542 1.599
C 0.609 -1.782 1.857
S 0.804 -2.359 3.349
H -1.298 1.013 -2.060
H 0.417 1.507 -2.085
H -0.906 2.722 -1.857
H 1.032 -0.284 -0.300
H -0.638 -0.853 -0.250
H 0.783 -2.397 0.971
*
```

---

Entry 6:
The following is a DFT calculation (the ωB97M-V functional and the def2-TZVPD basis) of the molecule C4H4F2O in a non-equilibrium geometry.

Computed properties:
- lowest unoccupied orbital energy (spin up / spin down) (eV) = -0.1 / 0.2
- highest occupied orbital energy (spin up / spin down) (Ha) = -0.3160 / -0.3136
- energy relative to the best compared isomer or geometry (same formula, charge and spin) (kJ/mol) = 371.4

Geometry as ORCA input:
```
! wB97M-V def2-TZVPD RIJCOSX def2/J DEFGRID3
* xyz 0 1
C -1.355 -0.717 -0.500
C 0.626 0.424 0.448
C -0.799 0.598 -0.232
C 1.402 -0.596 -0.194
O -2.113 -1.459 0.079
F -1.635 1.392 0.533
F 1.625 -1.770 0.426
H 1.057 1.338 0.370
H 0.440 0.151 1.543
H -0.645 1.173 -1.117
H 1.397 -0.533 -1.355
*
```